Entry 1:
Below is a cluster of 6 separate species, C41H79Br4IN7O8S2Si in total, with properties calculated with ωB97M-V/def2-TZVPD.

XYZ file:
```
143
C41H79Br4IN7O8S2Si | OMol25 | ωB97M-V/def2-TZVPD
C 5.445 -0.166 -0.800
C 4.140 -0.298 -0.625
N 3.261 0.721 -1.207
C 3.063 2.005 -0.423
C 3.438 2.028 1.058
C 2.758 1.086 2.041
O 1.665 1.166 2.451
Br 3.882 -0.371 2.751
C 1.713 2.618 -0.957
Br 0.170 2.685 0.228
C 2.151 4.125 -1.099
C 1.117 5.231 -1.019
O 1.130 6.023 -0.154
I -0.336 5.458 -2.587
C 1.429 1.785 -2.264
C 1.731 2.499 -3.573
Br 3.678 2.592 -3.905
C 1.002 2.259 -4.911
C 1.467 1.164 -5.867
Br -0.925 2.283 -4.691
C 1.972 0.328 -1.931
C 2.353 -0.569 -3.094
C 1.259 -1.367 -3.831
C -0.196 -0.942 -3.661
S -1.183 -2.413 -3.199
C -2.636 -1.849 -2.369
S -3.229 -2.856 -1.244
N -3.222 -0.635 -2.765
C -2.868 0.476 -1.860
C -3.522 0.450 -0.473
C -4.650 -0.688 -3.075
C -4.917 -0.108 -4.468
C 1.109 -0.310 -0.816
C 1.283 -1.809 -0.533
O 0.047 -2.344 -0.103
Si 0.102 -3.286 1.292
C 0.040 -2.152 2.779
C -1.459 -4.311 1.291
C 1.559 -4.480 1.348
H 5.855 0.668 -1.360
H 6.156 -0.853 -0.366
H 3.743 -1.097 -0.026
H 3.855 1.048 -1.980
H 3.791 2.660 -0.896
H 4.511 1.890 1.150
H 3.234 3.034 1.426
H 2.837 4.368 -0.291
H 2.718 4.252 -2.020
H 0.352 1.623 -2.201
H 1.501 3.538 -3.377
H 1.163 3.193 -5.441
H 2.407 0.704 -5.579
H 1.623 1.591 -6.854
H 0.741 0.369 -6.009
H 3.055 -1.308 -2.701
H 2.962 0.027 -3.769
H 1.334 -2.423 -3.576
H 1.500 -1.328 -4.888
H -0.648 -0.614 -4.589
H -0.368 -0.157 -2.942
H -1.789 0.447 -1.720
H -3.102 1.412 -2.362
H -4.307 -0.293 -0.380
H -2.790 0.229 0.306
H -3.929 1.436 -0.260
H -5.255 -0.131 -2.359
H -5.022 -1.708 -3.071
H -4.626 -0.842 -5.217
H -5.990 0.044 -4.579
H -4.382 0.825 -4.621
H 0.047 -0.137 -0.972
H 1.315 0.188 0.128
H 1.667 -2.403 -1.362
H 1.987 -1.903 0.303
H -0.410 -2.697 3.607
H -0.550 -1.262 2.571
H 1.048 -1.835 3.051
H -1.314 -5.198 1.909
H -1.736 -4.614 0.284
H -2.289 -3.750 1.718
H 2.271 -4.326 0.539
H 1.187 -5.500 1.314
H 2.079 -4.342 2.296
C -2.464 0.048 7.117
C -1.209 -0.451 6.446
O -1.028 -1.630 6.190
N -0.262 0.474 6.123
C -0.296 1.907 6.343
H -3.112 -0.800 7.311
H -2.235 0.532 8.066
H -2.992 0.755 6.476
H 0.549 0.078 5.676
H -0.219 2.436 5.391
H 0.541 2.211 6.974
H -1.220 2.199 6.830
C -0.778 -3.987 -6.333
C -0.003 -2.895 -7.032
O 0.012 -1.740 -6.614
N 0.696 -3.229 -8.141
C 0.802 -4.530 -8.778
H -1.280 -3.542 -5.476
H -1.526 -4.427 -6.993
H -0.099 -4.768 -5.987
H 1.191 -2.456 -8.556
H 1.844 -4.849 -8.805
H 0.432 -4.476 -9.803
H 0.224 -5.270 -8.237
C -6.607 4.554 -0.082
C -5.221 4.190 -0.552
O -4.980 3.114 -1.083
N -4.234 5.101 -0.364
C -4.324 6.417 0.242
H -7.272 3.726 -0.303
H -6.616 4.736 0.993
H -6.969 5.443 -0.599
H -3.334 4.792 -0.698
H -4.015 7.181 -0.473
H -3.667 6.475 1.111
H -5.340 6.626 0.558
C -6.438 -0.694 10.685
C -5.977 -0.247 9.318
O -5.280 0.742 9.162
N -6.370 -0.993 8.251
C -7.190 -2.190 8.243
H -6.044 0.000 11.421
H -7.527 -0.692 10.747
H -6.068 -1.694 10.911
H -6.032 -0.642 7.369
H -6.635 -3.023 7.807
H -8.088 -2.027 7.646
H -7.486 -2.459 9.251
C 8.266 -1.813 1.801
C 9.018 -1.143 0.675
O 8.667 -1.265 -0.492
N 10.097 -0.394 0.999
C 10.656 -0.140 2.316
H 7.440 -2.374 1.375
H 8.908 -2.502 2.349
H 7.868 -1.066 2.491
H 10.552 0.023 0.202
H 10.653 0.931 2.523
H 11.685 -0.495 2.360
H 10.079 -0.645 3.083
```

Total charge: +1
HOMO level (hartree): -0.35349
ΔE to the lowest compared entry with this formula, charge and spin (kJ/mol): 0.0
Gap between HOMO and LUMO (eV): 7.144
DFT total energy (Eh): -14274.30249
Multiplicity: 1



Entry 2:
Below is a cluster of 2 separate species, C41H79BrO2P in total, with properties calculated with ωB97M-V/def2-TZVPD.

XYZ file:
```
124
C41H79BrO2P | OMol25 | ωB97M-V/def2-TZVPD
C 0.508 -2.065 1.811
C -0.679 -2.072 1.639
C -2.129 -2.227 1.449
C -2.748 -2.515 2.860
Br -3.726 -4.201 3.030
C -3.599 -1.371 3.429
C -4.965 -1.112 2.800
O -2.700 -1.011 0.906
C -3.628 -1.329 -0.058
O -4.176 -0.485 -0.702
C -3.760 -2.841 -0.135
C -4.276 -3.379 -1.461
C -2.340 -3.209 0.272
C -1.898 -4.676 0.381
C -0.828 -5.124 -0.636
C -1.085 -6.563 -1.153
C 0.178 -7.448 -1.131
C 0.329 -8.235 0.186
C 1.172 -7.569 1.280
C 2.536 -7.040 0.856
C 3.245 -6.319 2.022
C 4.773 -6.457 2.023
C 5.466 -6.252 0.656
C 6.336 -4.984 0.577
C 5.499 -3.749 0.210
C 6.371 -2.499 0.006
C 5.846 -1.545 -1.073
C 6.123 -0.079 -0.719
H 1.572 -2.133 1.784
H -1.911 -2.631 3.540
H -2.976 -0.473 3.406
H -3.733 -1.614 4.484
H -4.915 -0.315 2.056
H -5.384 -1.988 2.308
H -5.691 -0.788 3.545
H -4.515 -3.082 0.618
H -5.342 -3.178 -1.552
H -3.743 -2.974 -2.320
H -4.157 -4.464 -1.455
H -1.724 -2.758 -0.516
H -2.789 -5.299 0.276
H -1.556 -4.852 1.402
H -0.789 -4.414 -1.462
H 0.134 -5.099 -0.122
H -1.853 -7.036 -0.540
H -1.470 -6.493 -2.172
H 1.042 -6.821 -1.342
H 0.115 -8.167 -1.952
H 0.698 -9.238 -0.035
H -0.680 -8.373 0.584
H 1.356 -8.320 2.055
H 0.607 -6.775 1.781
H 3.183 -7.855 0.519
H 2.456 -6.332 0.029
H 2.876 -6.769 2.949
H 2.950 -5.267 2.057
H 5.165 -5.696 2.706
H 5.059 -7.417 2.454
H 4.738 -6.196 -0.155
H 6.108 -7.114 0.468
H 7.109 -5.111 -0.183
H 6.789 -4.808 1.555
H 4.938 -3.961 -0.703
H 4.795 -3.592 1.035
H 6.479 -1.962 0.951
H 7.366 -2.845 -0.285
H 4.774 -1.685 -1.235
H 6.335 -1.743 -2.030
H 5.749 0.603 -1.482
H 5.633 0.170 0.227
H 7.194 0.059 -0.567
C -3.835 2.803 -2.434
C -3.990 4.263 -2.016
C -3.059 5.204 -2.782
C -1.581 5.140 -2.365
P -1.082 6.060 -0.899
C -1.702 7.750 -1.093
C -1.464 8.506 -2.409
C -0.059 9.052 -2.678
C 0.545 9.851 -1.528
C 0.714 6.159 -0.882
C 1.584 4.894 -0.810
C 1.722 4.211 0.552
C 1.949 5.158 1.725
C -1.835 5.592 0.673
C -1.580 4.267 1.408
C -1.748 2.977 0.590
C -3.064 2.264 0.880
H -2.812 2.442 -2.305
H -4.481 2.155 -1.845
H -4.103 2.677 -3.484
H -3.837 4.357 -0.938
H -5.020 4.573 -2.202
H -3.421 6.233 -2.698
H -3.112 4.953 -3.842
H -0.974 5.582 -3.165
H -1.241 4.105 -2.299
H -1.347 8.328 -0.236
H -2.784 7.666 -0.950
H -2.155 9.352 -2.404
H -1.768 7.882 -3.253
H -0.127 9.700 -3.554
H 0.622 8.250 -2.974
H -0.065 10.726 -1.297
H 1.541 10.203 -1.792
H 0.644 9.261 -0.615
H 1.007 6.888 -0.124
H 0.947 6.630 -1.840
H 2.580 5.193 -1.143
H 1.230 4.165 -1.545
H 2.563 3.522 0.492
H 0.851 3.581 0.739
H 2.888 5.704 1.617
H 1.996 4.598 2.659
H 1.145 5.890 1.833
H -2.912 5.727 0.534
H -1.545 6.407 1.347
H -2.275 4.243 2.250
H -0.593 4.304 1.867
H -0.933 2.288 0.823
H -1.669 3.180 -0.480
H -3.074 1.898 1.908
H -3.200 1.412 0.225
H -3.919 2.933 0.752
```

Total charge: +1
HOMO level (hartree): -0.42994
Gap between HOMO and LUMO (eV): 9.783
DFT total energy (Eh): -4675.20574
Multiplicity: 1



Entry 3:
Below is a structure of composition C41H85KN2O13S5, with properties calculated with ωB97M-V/def2-TZVPD.

XYZ file:
```
147
C41H85KN2O13S5 | OMol25 | ωB97M-V/def2-TZVPD
K -23.906 -32.120 -13.277
C -19.403 -30.488 -14.813
C -20.392 -31.470 -14.194
C -20.397 -31.257 -12.659
O -21.633 -31.497 -14.739
H -19.650 -29.423 -14.759
H -19.249 -30.686 -15.877
H -18.433 -30.651 -14.335
H -19.860 -32.455 -14.331
H -20.708 -30.227 -12.469
H -19.403 -31.432 -12.238
H -21.121 -31.924 -12.182
C -17.541 -27.866 -16.322
C -16.219 -27.149 -16.636
C -16.522 -26.342 -17.891
S -17.323 -27.531 -18.973
O -16.345 -28.290 -19.694
O -18.362 -26.867 -19.722
C -18.059 -28.485 -17.612
H -18.235 -27.109 -15.950
H -17.447 -28.645 -15.567
H -15.419 -27.863 -16.840
H -15.939 -26.445 -15.854
H -15.665 -25.996 -18.465
H -17.268 -25.566 -17.730
H -17.821 -29.532 -17.786
H -19.141 -28.406 -17.711
C -25.767 -30.048 -17.894
C -24.273 -30.143 -18.210
C -23.692 -31.000 -17.113
S -24.842 -32.371 -16.951
O -24.907 -32.654 -15.531
O -24.552 -33.382 -17.921
C -26.259 -31.464 -17.629
H -26.317 -29.578 -18.709
H -25.932 -29.430 -17.006
H -23.805 -29.158 -18.268
H -24.091 -30.589 -19.193
H -23.740 -30.479 -16.157
H -22.705 -31.444 -17.226
H -27.167 -31.576 -17.044
H -26.402 -31.964 -18.588
C -21.497 -26.971 -13.301
C -21.539 -27.070 -14.840
C -22.601 -28.138 -15.080
S -23.929 -27.756 -13.939
O -24.274 -28.930 -13.178
O -24.973 -27.014 -14.584
C -22.924 -26.665 -12.898
H -20.769 -26.242 -12.948
H -21.166 -27.954 -12.965
H -20.599 -27.426 -15.250
H -21.863 -26.109 -15.247
H -22.219 -29.109 -14.715
H -22.956 -28.370 -16.081
H -23.252 -26.844 -11.879
H -23.174 -25.670 -13.269
C -20.060 -35.158 -13.884
C -20.777 -35.264 -15.220
C -22.044 -36.072 -15.000
S -22.481 -35.892 -13.275
O -22.413 -37.168 -12.622
O -23.698 -35.114 -13.187
C -21.062 -34.900 -12.789
H -19.211 -34.474 -13.865
H -19.540 -36.111 -13.696
H -20.156 -35.736 -15.983
H -20.997 -34.271 -15.626
H -21.952 -37.138 -15.204
H -22.890 -35.751 -15.607
H -20.758 -35.228 -11.801
H -21.359 -33.851 -12.848
C -19.859 -32.657 -8.915
C -18.572 -32.426 -9.713
C -17.443 -32.573 -8.724
S -18.032 -31.833 -7.194
O -17.635 -30.446 -7.189
O -17.764 -32.702 -6.083
C -19.794 -31.900 -7.596
H -19.964 -33.714 -8.642
H -20.754 -32.455 -9.505
H -18.550 -31.460 -10.214
H -18.432 -33.211 -10.457
H -16.496 -32.049 -8.873
H -17.136 -33.602 -8.527
H -20.176 -30.884 -7.688
H -20.267 -32.374 -6.740
C -15.977 -32.373 -12.569
C -14.786 -31.529 -12.077
C -13.814 -31.229 -13.206
C -14.259 -30.078 -14.089
C -14.570 -28.814 -13.285
C -15.509 -29.028 -12.119
N -15.195 -30.285 -11.463
O -15.882 -30.456 -10.244
C -15.399 -27.864 -11.145
C -16.950 -29.057 -12.682
C -14.028 -32.356 -11.023
H -16.415 -31.963 -13.479
H -16.743 -32.336 -11.787
H -15.724 -33.428 -12.686
H -12.837 -30.961 -12.783
H -13.610 -32.085 -13.852
H -15.188 -30.329 -14.624
H -13.570 -29.851 -14.905
H -15.042 -28.124 -13.995
H -13.647 -28.299 -12.997
H -16.251 -27.836 -10.463
H -14.570 -28.003 -10.440
H -15.257 -26.931 -11.685
H -17.355 -28.061 -12.868
H -16.913 -29.696 -13.563
H -17.675 -29.565 -12.036
H -14.732 -32.735 -10.280
H -13.325 -31.730 -10.468
H -13.496 -33.185 -11.486
H -15.208 -30.363 -9.563
C -14.571 -32.298 -16.905
C -15.376 -33.572 -17.233
C -16.615 -33.658 -16.329
C -17.931 -33.105 -16.902
C -18.154 -33.588 -18.316
C -16.995 -33.191 -19.190
N -15.750 -33.666 -18.637
O -14.663 -33.628 -19.516
C -17.233 -33.897 -20.536
C -17.019 -31.682 -19.509
C -14.482 -34.775 -16.892
H -13.633 -32.337 -17.480
H -15.076 -31.357 -17.121
H -14.169 -32.321 -15.893
H -16.760 -34.654 -15.904
H -16.439 -33.013 -15.461
H -18.727 -33.386 -16.213
H -17.915 -32.016 -16.825
H -19.080 -33.155 -18.704
H -18.273 -34.675 -18.310
H -17.499 -34.947 -20.381
H -16.333 -33.943 -21.150
H -17.997 -33.397 -21.130
H -16.709 -31.087 -18.644
H -17.973 -31.270 -19.839
H -16.293 -31.478 -20.300
H -13.489 -34.693 -17.331
H -14.409 -34.943 -15.816
H -14.958 -35.664 -17.313
H -14.229 -32.769 -19.395
```

HOMO level (hartree): -0.27741
ΔE to the lowest compared entry with this formula, charge and spin (kJ/mol): 0.0
Gap between HOMO and LUMO (eV): 7.424
DFT total energy (Eh): -5291.57152
Multiplicity: 1